Density functional theory data (ωB97M-V/def2-TZVPD) for a 6-piece molecular cluster, C39H48F5N5O2P overall.

Properties
energy above the lowest of the compared OMol25 structures with the same formula, charge and spin: 23.1 kcal/mol
molar mass: 744.8 g/mol
max |F|: 2.862 eV/Å
total energy: -75636.40707 eV
HOMO-LUMO gap: 6.57 eV

ORCA input file:
```
! wB97M-V def2-TZVPD RIJCOSX def2/J DEFGRID3
* xyz 1 1
N 1.99787 -0.01238 2.57390
C -11.30940 1.60297 -2.87025
H 8.27433 -3.60385 -0.83546
C -9.59037 1.83780 -1.19657
H 5.32235 -4.92369 -1.22664
C -10.54941 0.63394 -3.50840
H -2.72358 -1.97864 -1.71424
C -2.38803 -0.24024 -3.50848
F 9.37587 -1.72303 -2.22095
C -6.44422 3.73683 0.11375
C 10.05007 -2.35863 1.77368
C 3.75010 -5.22438 0.19582
C -1.68730 -2.75793 0.65132
H -1.74846 3.15973 3.93136
C -4.57737 4.38368 -1.83506
H -1.82249 0.30951 -4.23750
H 7.67211 1.67683 -1.79825
H 5.89406 1.55014 -0.06751
C 4.72182 -4.47184 -0.44853
H 3.09099 0.27882 -3.01998
H -1.44607 0.92896 4.58759
H -8.72845 -0.49861 -3.48914
O 2.08368 2.89516 3.15371
H -3.79545 1.26224 3.27109
H 2.66650 0.55702 3.09202
C 6.66978 1.37650 -2.07206
H 4.30663 -1.52834 1.17424
H 4.85215 0.43451 -4.76631
H -0.99822 -3.58828 0.54580
H -4.06837 2.28837 -1.80872
N 0.05498 -0.97842 3.54871
C -10.81563 2.19172 -1.72345
H 0.45015 -1.75618 1.62815
H -10.92082 0.16885 -4.41163
H -2.71054 -3.05778 0.46877
H -2.23233 -1.39542 2.20466
C -1.30321 -1.60006 -0.25029
H 0.55936 -1.34169 4.35026
C 4.41143 0.90886 -1.46516
H -7.17376 3.46427 0.86587
H -5.28897 6.39606 -1.62996
H -1.88579 0.48426 2.96500
H 0.97977 2.57141 1.08362
C -1.59774 -2.27292 2.11456
C 3.16674 -3.30650 1.53531
H 3.58209 -6.26268 -0.05817
C 6.37227 1.06460 -3.39062
F 2.03068 -5.34613 1.80202
H 0.24115 -2.95059 2.90082
H -4.08075 2.92358 2.88758
N -1.72576 -1.79697 -1.64336
H 1.98320 0.27857 1.59387
C -6.31464 5.04930 -0.31492
C 4.92284 -3.14300 -0.09790
C -1.44394 -0.69018 -2.42500
C 0.68316 0.13085 3.05288
C 2.98572 -4.62602 1.17607
C -1.37947 1.23142 3.54650
C 10.46801 -1.09864 -0.23349
H -2.85923 -1.07439 -4.01715
H -9.23279 2.32339 -0.29822
H -0.22856 -1.52508 -0.26720
H 11.36292 -0.66534 1.66274
C 5.68244 1.30389 -1.10054
C 9.59878 -1.93143 -0.90899
C 9.18313 -3.18838 1.07574
C -5.63156 2.76492 -0.43433
C 5.08680 0.67473 -3.73824
C 8.95125 -2.97232 -0.27447
C -5.38415 5.37288 -1.29197
H 7.14328 1.12512 -4.14688
P 0.81840 2.72152 2.47411
C -9.31626 0.26084 -2.99022
F 3.45074 0.82367 -0.50909
N 0.02832 1.24065 3.04753
H -3.72978 2.41846 4.55884
C -0.14376 -2.02966 2.49232
C 10.68936 -1.31427 1.11918
H -3.15316 0.37857 -3.05276
O -0.44322 -0.07926 -2.24722
C 4.14899 -2.56269 0.89695
H 2.54249 -2.87152 2.30392
H 10.22792 -2.52697 2.82764
H -3.85313 4.63323 -2.59884
F -5.75889 1.48553 -0.01429
H -12.27570 1.90237 -3.25396
H -2.03481 -3.03271 2.74903
C -3.48931 2.27478 3.51293
H -7.87997 0.56981 -1.42485
H -1.72498 -0.65857 0.11212
H 10.96333 -0.29535 -0.76307
H -6.94408 5.81866 0.11131
C -8.83892 0.86138 -1.83353
C 4.09750 0.59011 -2.76951
N -2.04986 2.47962 3.23625
H 5.68342 -2.56029 -0.60190
F -11.54675 3.13573 -1.10269
H 8.68681 -4.00513 1.58298
C -4.69388 3.07131 -1.39939
H -0.00242 3.81845 2.75479
*
```

Löwdin population analysis, charges in e, atoms 1 to 5: 0.17, -0.01, 0.11, -0.02, 0.11

=====

Density functional theory data (ωB97M-V/def2-TZVPD) for one molecule with the formula C3H9O2P.

Properties
energy above the lowest of the compared OMol25 structures with the same formula, charge and spin: 42.0 kcal/mol
molar mass: 108.1 g/mol
max |F|: 3.978 eV/Å
total energy: -16634.90553 eV
HOMO-LUMO gap (alpha / beta): 5.76 / 7.47 eV

ORCA input file:
```
! wB97M-V def2-TZVPD RIJCOSX def2/J DEFGRID3
* xyz 0 3
H -0.94138 -2.00125 -1.58460
H 0.91714 0.44326 -1.38420
H -1.18063 1.69777 -0.88276
C 1.27221 0.98396 0.57719
H 1.10711 0.41095 1.46605
H 0.71738 1.85940 0.59738
H 2.31750 1.30363 0.48017
H -2.61079 0.55890 0.40698
H -0.61043 -1.86449 1.44012
H 1.58832 -0.89823 -0.54107
O -0.61238 -0.93381 1.13883
P -2.04679 0.57137 -0.93582
C -0.45967 -0.75327 -0.21642
C 0.83080 -0.06627 -0.50355
O -0.40775 -1.95445 -0.83542
*
```

natural (NBO) population analysis, charges in e, atoms 1 to 5: 0.49, 0.21, -0.04, -0.61, 0.22

=====

Density functional theory data (ωB97M-V/def2-TZVPD) for C20H15N2S4SeTi as an isolated structure.

Properties
molar mass: 538.4 g/mol
max |F|: 1.253 eV/Å
total energy: -155763.56116 eV
HOMO-LUMO gap: 6.80 eV

ORCA input file:
```
! wB97M-V def2-TZVPD RIJCOSX def2/J DEFGRID3
* xyz 1 1
C -0.10083 0.13684 -3.79410
H 3.12746 -0.09660 -1.40774
C 1.03693 0.23868 -3.01584
H -2.12530 -0.59182 -3.86553
C 0.34955 -4.10820 -0.40868
H 3.45172 1.23601 5.22172
C 1.87508 -0.81270 3.03550
S 0.54894 -1.99948 2.97040
H -5.02400 2.69736 -1.22918
S -2.66061 -1.26899 0.31492
C -3.08582 3.18625 -0.42538
C -3.98221 0.96718 -0.51697
H 4.36877 0.48455 1.10959
H -1.14512 3.38771 0.47155
H 4.85746 1.66217 3.22705
C -2.34669 -1.74865 -1.42326
C 2.66781 -0.55122 1.92000
H 2.12052 0.83927 -0.27763
H -2.17122 -2.82269 -1.40990
C 3.23471 0.73228 4.28874
C 2.20848 -0.09841 -0.82742
C 4.02266 0.97626 3.17042
N -0.30814 -3.29682 0.18519
H -4.78483 0.27971 -0.76192
C 1.01925 -0.27543 -1.73406
S 2.29078 -1.43374 0.40979
C -4.11763 2.32021 -0.77343
C 2.17559 -0.15922 4.22568
C -1.22069 -0.49460 -3.28081
C 3.74588 0.32148 1.98150
C -1.77654 1.34382 0.44192
Ti -0.18367 -1.52682 0.83231
C -1.17030 -1.01204 -2.00452
H 1.56558 -0.35207 5.09911
C -1.93569 2.70722 0.17992
H -3.24716 -1.54626 -1.99641
Se 1.31671 -5.22132 -1.27662
N -0.06729 -0.88984 -1.24194
H -0.11606 0.54691 -4.79557
C -2.81267 0.48983 0.06976
S -0.34564 0.78485 1.31591
H 1.93031 0.72032 -3.38986
H -3.18605 4.24797 -0.61423
*
```

natural (NBO) population analysis, charges in e, atoms 1 to 5: -0.10, 0.25, -0.23, 0.24, 0.17

=====

Density functional theory data (ωB97M-V/def2-TZVPD) for C27H16AgN3O8S2Se as an isolated structure.

Properties
energy above the lowest of the compared OMol25 structures with the same formula, charge and spin: 1.2 kcal/mol
molar mass: 761.4 g/mol
max |F|: 0.819 eV/Å
total energy: -140122.05778 eV
HOMO-LUMO gap: 5.46 eV

ORCA input file:
```
! wB97M-V def2-TZVPD RIJCOSX def2/J DEFGRID3
* xyz -2 1
H -5.14788 -1.62014 2.31047
C 3.26446 0.76104 -1.04677
H -3.56650 7.34637 -1.02950
C 5.71001 -4.97396 -0.75681
C -2.17967 4.30397 -1.21167
N -4.81308 -1.59948 4.93076
C -3.82084 -1.30098 3.94693
C 3.60640 2.14806 -0.85957
C 2.42548 -1.84276 -1.29281
H 5.24482 -0.03130 -0.76654
O -0.99719 -0.23533 1.18134
S 4.14192 -4.33906 -0.92990
O -5.95290 -1.88706 4.56878
H -0.55205 -0.44161 3.69210
C -3.22987 -0.97948 1.62506
O -1.77099 -3.70689 -0.19292
Se -0.76763 -4.24605 -1.40959
C -1.57360 -0.66764 3.41312
O -1.25367 -5.69374 -2.00916
C -1.87246 -0.60130 1.99241
C -3.72894 -1.02621 0.24721
H 0.49242 4.75757 -0.85254
H 5.85370 -6.04128 -0.70093
C 6.66241 -3.99759 -0.68977
H 6.67443 -1.78781 -0.77379
C 1.93435 0.40274 -1.27412
C 0.90707 1.44187 -1.33351
H 4.64469 2.40635 -0.68167
O 0.80008 -4.32698 -0.84315
H 2.91752 4.14388 -0.70078
H 1.98402 -2.85005 -1.33195
C 0.24136 3.72406 -1.06585
C 1.27270 2.77015 -1.09419
O -4.49100 -1.58032 6.12031
N -0.35680 1.07431 -1.59335
H -5.47302 5.53894 -1.09867
O -3.20770 -0.56355 -0.74671
C 4.73450 -2.72822 -0.94399
C -2.12113 5.66799 -1.13850
C 2.65663 3.10512 -0.87048
Ag -0.75790 -1.51525 -0.81122
H 7.71891 -4.19301 -0.56892
S -3.81030 3.77001 -1.20379
H -2.26325 -1.00228 5.40102
H -1.19316 6.22176 -1.12840
C -1.06082 3.33934 -1.27117
C -1.30156 1.97381 -1.54833
C -4.40999 5.36173 -1.12536
C -3.40376 6.27959 -1.08795
H -4.71090 -1.53610 0.16080
O -0.79613 -3.07147 -2.59531
C 3.80233 -1.58993 -1.07458
H -2.30515 1.60082 -1.73254
N 1.54965 -0.87296 -1.39444
C -2.50654 -0.97957 4.34792
C 6.09585 -2.70112 -0.79763
C -4.14614 -1.32679 2.59946
C 4.20680 -0.28220 -0.95885
*
```

natural (NBO) population analysis, charges in e, atoms 1 to 5: 0.23, -0.12, 0.21, -0.44, -0.21

=====

Density functional theory data (ωB97M-V/def2-TZVPD) for C25H22AsCoF3NO3S2 as an isolated structure.

Properties
molar mass: 639.4 g/mol
max |F|: 1.419 eV/Å
total energy: -162202.54471 eV
HOMO-LUMO gap (alpha / beta): 5.82 / 5.75 eV

ORCA input file:
```
! wB97M-V def2-TZVPD RIJCOSX def2/J DEFGRID3
* xyz 0 1
Co 1.74675 0.78256 0.15799
C 0.77489 -0.67265 2.83794
H -3.93843 1.95625 2.24266
C -2.37054 0.81478 1.33804
O 3.68565 1.22986 -0.56093
C -1.77829 -3.58168 -2.18272
H -4.76524 2.85699 0.09379
H -0.98896 5.04312 -0.11209
C -1.61557 -2.42613 -1.43039
F 4.80880 -1.78589 -2.52530
C 0.74305 -2.91026 -1.21522
As -0.12432 -0.55836 0.17762
H 1.42089 -4.69830 -2.17487
C -0.42860 4.15507 -0.36783
C -3.92174 2.17837 0.10747
N 0.76807 2.29897 -0.15421
H -1.45296 -3.65707 3.93889
H 2.18148 1.86550 -2.81834
H 1.72126 -2.64755 -0.83662
C 1.17338 1.58118 -2.51116
F 4.53631 0.27651 -3.12178
H -3.65310 2.22519 -2.02238
C 4.06067 -0.70077 -2.36086
O 5.41778 -0.47655 -0.16504
H 1.09622 3.56898 2.47544
H -2.75891 -3.84274 -2.55934
O 2.95819 -0.90796 0.05049
C -0.83466 -2.82447 3.63062
H -2.01157 0.42491 2.28258
H -0.81940 -5.29726 -3.03679
H 1.46749 -0.65589 4.87652
H -1.53224 -2.84137 1.60070
C 0.14254 3.31154 0.54307
S 4.09173 -0.18518 -0.57656
C -0.14606 3.65413 -1.67830
H -0.35339 2.57850 2.51619
H -0.48513 4.32832 2.28007
F 2.81791 -0.99323 -2.75734
H 1.24209 0.55343 -2.12679
C -3.45779 1.67560 1.31417
C 0.80838 -1.13261 4.16148
C -0.35475 -2.09645 -0.94682
C -0.08197 -1.29355 1.93974
C -0.87915 -2.36727 2.32410
C 0.58225 2.51710 -1.50468
C 0.10548 3.44769 2.03071
C -2.21045 0.96784 -1.06448
C 0.01498 -2.19657 4.54432
S 1.79273 0.67329 2.37787
C -1.75271 0.45523 0.14560
C -0.68837 -4.39728 -2.44966
H 0.05840 -2.54751 5.56785
H -1.71778 0.70953 -1.99476
C -3.30012 1.82413 -1.08151
H -2.46754 -1.79229 -1.21892
H -0.44860 4.06966 -2.62866
H 0.55083 1.52551 -3.40534
C 0.57012 -4.06289 -1.96623
*
```

natural (NBO) population analysis, charges in e, atoms 1 to 5: 0.91, -0.16, 0.22, -0.15, -0.98

=====

Density functional theory data (ωB97M-V/def2-TZVPD) for one molecule with the formula C6H5Br2NO.

Properties
energy above the lowest of the compared OMol25 structures with the same formula, charge and spin: 44.2 kcal/mol
SMILES: [O-][N+]#C/C=C\[C@H](Br)/C=C\Br
molar mass: 266.9 g/mol
max |F|: 2.806 eV/Å
total energy: -149920.88793 eV
HOMO-LUMO gap: 8.97 eV

ORCA input file:
```
! wB97M-V def2-TZVPD RIJCOSX def2/J DEFGRID3
* xyz 0 1
O -2.04640 1.37435 2.56102
N -1.87244 0.54925 1.75256
C -0.06643 -1.42474 -0.24735
C 0.93072 1.07050 -0.14460
C 1.00990 -0.43888 0.00810
C -1.70359 -0.13379 0.83592
Br 1.37230 0.42933 -2.96827
Br 1.29346 -0.77421 1.99702
H 0.93200 2.49055 -1.61464
H 0.21925 -2.25210 -0.92837
C -1.32877 -1.23602 0.07195
H 1.86279 -0.94396 -0.41853
H -2.11253 -1.98421 -0.12771
H 0.46716 1.76715 0.59596
C 1.04258 1.50676 -1.37305
*
```

natural (NBO) population analysis, charges in e, atoms 1 to 5: -0.39, 0.24, -0.17, -0.27, -0.26

=====

Density functional theory data (ωB97M-V/def2-TZVPD) for C14H33N2OS4SiTi as an isolated structure.

Properties
energy above the lowest of the compared OMol25 structures with the same formula, charge and spin: 6.2 kcal/mol
molar mass: 449.7 g/mol
max |F|: 0.931 eV/Å
total energy: -94412.49622 eV
HOMO-LUMO gap (alpha / beta): 8.06 / 8.06 eV

ORCA input file:
```
! wB97M-V def2-TZVPD RIJCOSX def2/J DEFGRID3
* xyz 1 1
H -0.53065 4.10693 -2.82778
H -2.45522 -3.56030 -2.96080
C -3.56698 -0.12195 -1.18578
N -0.08002 3.32744 -2.37673
C 3.26907 0.56028 -0.38239
H 4.26618 0.44574 -0.80805
C 1.96967 -3.61187 -0.39326
S 2.13163 -0.37128 -1.46359
S 1.61019 0.12051 1.76117
H 3.02744 -3.83531 1.41197
H -0.45027 0.03082 -2.95898
S -1.04740 -1.91299 0.81314
C -1.57450 -0.16516 2.94288
H -2.39102 -3.32963 -1.20451
S -1.38134 1.30470 1.89966
H 2.85167 -3.64194 -1.02343
H -2.58889 -1.23777 -4.88512
H 2.20028 2.28596 2.58060
C -2.86165 -2.98232 -2.12484
H -0.15174 -1.65975 -2.53749
H 1.45545 3.20202 -3.78099
H -0.59771 -0.44388 3.32845
C -2.16206 -1.28466 2.11610
H -2.57695 2.32381 -0.64174
H -3.93319 -3.20195 -2.05962
H -2.35627 -2.13344 2.76903
C 2.06467 -3.71638 0.92468
H 1.98695 3.71651 -2.17256
H -3.10707 -0.99220 1.65927
C 0.04350 2.14774 2.67716
C -0.77538 2.63183 -1.49985
H -0.18292 3.21206 2.65796
C 1.37755 1.90324 1.97773
Ti 0.00819 -0.16888 -0.40155
C 3.26284 0.04496 1.03617
H 3.01688 1.62051 -0.41728
H -2.94064 0.27344 -0.37930
H 1.39109 2.38561 1.00544
H -3.04476 0.36782 -4.28426
H -4.06046 0.71306 -1.69420
O -0.22841 1.68050 -0.84506
H -2.23016 0.08527 3.77649
H 3.51709 -1.01237 1.06251
Si -2.58075 -1.17667 -2.40630
H -2.55280 3.61288 -1.79399
N -2.05406 2.92130 -1.26180
H 1.01776 -3.52342 -0.90487
H 1.55146 2.01883 -2.47363
C -3.15431 -0.70819 -4.11205
H 0.06909 1.82329 3.71557
H 1.19016 -3.71185 1.56495
H -4.21343 -0.96176 -4.24062
C 1.31796 3.05095 -2.71482
H 3.95222 0.59017 1.68258
H -4.35259 -0.71783 -0.70844
C -0.74758 -0.77402 -2.27998
*
```

natural (NBO) population analysis, charges in e, atoms 1 to 5: 0.41, 0.25, -1.11, -0.55, -0.53

=====

Density functional theory data (ωB97M-V/def2-TZVPD) for an isolated ion of composition C21H27N2O4 and charge +1.

Properties
energy above the lowest of the compared OMol25 structures with the same formula, charge and spin: 418.6 kcal/mol
SMILES: COc1cccc(C(=O)N2CC[NH+](Cc3ccc(OC)cc3OC)CC2)c1
molar mass: 371.5 g/mol
max |F|: 18.533 eV/Å
total energy: -33361.12287 eV
HOMO-LUMO gap: 8.71 eV

ORCA input file:
```
! wB97M-V def2-TZVPD RIJCOSX def2/J DEFGRID3
* xyz 1 1
O 2.00601 0.31426 0.80776
H 3.72425 -0.45472 2.65172
H 0.61664 -0.55780 -0.26273
C 3.76145 -2.79370 -0.28396
C 1.98975 -1.20298 -1.42174
N 0.48950 -1.14289 -1.23496
C -1.73110 0.65486 0.50351
C -1.26379 -2.12225 0.37715
C 2.82705 -1.72663 -0.51758
H 2.80423 1.74547 1.88970
C 4.54283 -2.97159 0.70348
H -0.97416 3.00732 0.35381
C -2.57127 4.01644 -0.58491
H 4.71718 -1.67626 4.51759
H -7.57852 2.99822 -2.44836
C -0.31357 -0.63330 -2.05274
H -0.02759 0.42898 -2.47852
H -1.04938 -1.83888 1.43953
C 5.44363 -1.64384 4.01914
H -2.27820 -1.53359 -1.94204
H -2.36497 0.12886 -2.18680
N -1.77364 -0.64132 -0.34817
H -0.36458 -3.01826 -1.34928
H -6.07926 3.95845 -2.93027
H 1.92608 -2.06257 -2.18917
H 3.63433 -3.24914 -1.27754
C -2.53831 1.66892 -0.09460
C 4.60637 -2.18604 1.64454
H 0.90958 1.56590 1.54616
C -1.85983 2.89133 -0.08628
C 0.04939 -2.32495 -0.54394
C -3.89303 3.79383 -0.81721
H 6.35056 -2.34299 4.63756
O -5.63615 2.52389 -1.61832
O -1.26790 0.41641 1.49210
H -4.52482 4.74121 -1.28702
H 1.48047 0.31550 2.93591
O 5.51615 -2.64887 2.73193
H -2.33153 5.05157 -0.58710
C -1.79045 -0.78915 -1.58491
C 2.82351 -0.83626 0.72994
C 1.87551 1.08713 1.92717
H 0.78920 -2.83386 -0.12890
H -0.07075 -1.31763 -3.04486
H 2.17518 -0.27217 -1.94229
H 5.39718 -3.86220 0.55175
H -2.06333 -2.83060 0.26796
C 3.82183 -0.98463 1.74618
C -3.77652 1.27985 -0.75574
H -4.14304 0.43339 -0.78957
H 5.91569 -0.55778 3.75548
H -6.86557 4.10423 -1.39677
C -6.60349 3.35200 -2.03436
C -4.45883 2.57884 -1.00939
*
```

natural (NBO) population analysis, charges in e, atoms 1 to 5: -0.58, 0.24, 0.51, -0.11, -0.23

=====

The lowest max |F| belongs to which entry? C27H16AgN3O8S2Se